Arrangement one

Density functional theory data (ωB97M-V/def2-TZVPD) for C3H12OSi2 in the gas phase.

Summary:
Gap between HOMO and LUMO (eV): 10.56
Structure (SMILES): CC[C@@H]([SiH3])O[SiH3]

Geometry as ORCA input:
```
! wB97M-V def2-TZVPD RIJCOSX def2/J DEFGRID3
* xyz 0 1
C 2.001 0.319 -0.625
C 0.768 1.209 -0.420
C -0.370 0.348 0.480
Si -2.030 1.184 0.596
O -0.633 -0.857 -0.236
Si -0.191 -2.352 0.134
H 2.706 0.681 -1.364
H 2.529 0.062 0.219
H 1.619 -0.547 -1.180
H 1.027 2.115 0.172
H 0.336 1.438 -1.346
H 0.077 0.308 1.414
H -2.291 1.985 -0.722
H -1.758 1.831 1.876
H -3.242 0.403 0.784
H -0.629 -3.061 -1.213
H 1.267 -2.482 0.078
H -1.188 -2.585 1.354
*
```

Arrangement two

Density functional theory data (ωB97M-V/def2-TZVPD) for 2 unconnected molecules or ions with the total composition C3H12OSi2.

Summary:
Gap between HOMO and LUMO (eV): 10.34
Structure (SMILES): [SiH3]CO[SiH3].C=C

Geometry as ORCA input:
```
! wB97M-V def2-TZVPD RIJCOSX def2/J DEFGRID3
* xyz 0 1
Si 0.786 -1.941 0.302
C 1.546 -0.235 -0.151
O 2.164 0.439 0.822
Si 1.974 1.885 1.446
H 1.820 -2.347 1.466
H 0.761 -2.703 -0.955
H -0.633 -1.877 0.711
H 2.126 -0.299 -1.030
H 0.619 0.312 -0.414
H 2.478 1.778 2.757
H 3.096 2.641 0.750
H 0.747 2.408 1.149
C -2.627 0.494 -1.410
C -2.764 -0.346 -0.377
H -2.472 0.169 -2.522
H -2.860 1.608 -1.382
H -2.474 -1.341 -0.428
H -2.994 0.091 0.517
*
```

Least stable: arrangement two

Arrangement one

Density functional theory data (ωB97M-V/def2-TZVPD) for 2 unconnected molecules or ions with the total composition CH6O2.

Summary:
Gap between HOMO and LUMO (eV): 11.15
Structure (SMILES): CO.O

Geometry as ORCA input:
```
! wB97M-V def2-TZVPD RIJCOSX def2/J DEFGRID3
* xyz 0 1
C 0.000 0.000 0.000
O 0.292 -1.255 -0.641
H -1.083 0.089 0.191
H 0.331 0.887 -0.566
H 0.528 -0.017 0.969
H 0.248 -1.856 0.132
O 1.817 3.076 5.809
H 0.989 3.422 5.405
H 1.649 2.114 5.932
*
```

Arrangement two

Density functional theory data (ωB97M-V/def2-TZVPD) for 2 unconnected molecules or ions with the total composition CH6O2.

Summary:
Gap between HOMO and LUMO (eV): 11.04
Structure (SMILES): CO.O

Geometry as ORCA input:
```
! wB97M-V def2-TZVPD RIJCOSX def2/J DEFGRID3
* xyz 0 1
C 0.955 -0.187 1.212
O 0.442 -1.009 0.010
H 0.052 0.243 1.659
H 1.487 -0.585 1.949
H 1.401 0.550 0.445
H 1.186 -1.794 -0.207
O -1.799 1.186 -2.060
H -2.754 0.734 -1.524
H -0.971 0.861 -1.484
*
```

Least stable: arrangement two

Arrangement one

Density functional theory data (ωB97M-V/def2-TZVPD) for 2 unconnected molecules or ions with the total composition CH6O2.

Summary:
Gap between HOMO and LUMO (eV): 11.30
Structure (SMILES): CO.O

Geometry as ORCA input:
```
! wB97M-V def2-TZVPD RIJCOSX def2/J DEFGRID3
* xyz 0 1
C -1.094 -0.146 0.728
O -0.261 -0.944 -0.019
H -1.879 0.104 0.156
H -0.547 0.754 1.109
H -1.538 -0.559 1.606
H -0.485 -1.818 0.431
O 1.736 0.915 -1.756
H 1.402 1.127 -0.823
H 2.664 0.567 -1.433
*
```

Arrangement two

Density functional theory data (ωB97M-V/def2-TZVPD) for 2 unconnected molecules or ions with the total composition CH6O2.

Summary:
Gap between HOMO and LUMO (eV): 11.17
Structure (SMILES): CO.O

Geometry as ORCA input:
```
! wB97M-V def2-TZVPD RIJCOSX def2/J DEFGRID3
* xyz 0 1
C -0.011 2.432 0.985
O -0.505 2.165 -0.353
H -0.776 2.876 1.643
H 0.793 3.171 0.831
H 0.415 1.547 1.487
H 0.195 1.670 -0.827
O 0.175 -4.487 -1.569
H 0.072 -4.063 -0.687
H -0.357 -5.312 -1.511
*
```

Arrangement three

Density functional theory data (ωB97M-V/def2-TZVPD) for 2 unconnected molecules or ions with the total composition CH6O2.

Summary:
Gap between HOMO and LUMO (eV): 10.11
Structure (SMILES): CO.O

Geometry as ORCA input:
```
! wB97M-V def2-TZVPD RIJCOSX def2/J DEFGRID3
* xyz 0 1
C -1.027 0.188 1.210
O 0.120 0.650 0.923
H -1.345 0.441 2.200
H -1.920 0.410 0.503
H -0.901 -0.912 1.588
H 0.405 0.213 0.068
O 1.190 -0.197 -1.968
H 1.626 0.142 -2.808
H 1.851 -0.935 -1.717
*
```

Arrangement four

Density functional theory data (ωB97M-V/def2-TZVPD) for a molecular structure, CH6O2.

Summary:
Gap between HOMO and LUMO (eV): 10.04

Geometry as ORCA input:
```
! wB97M-V def2-TZVPD RIJCOSX def2/J DEFGRID3
* xyz 0 1
C -0.839 1.104 1.229
H 0.888 0.555 0.236
H -1.309 2.357 1.305
H -1.491 0.275 0.157
H -1.101 0.595 2.455
H 0.591 -1.492 -2.796
H 1.796 -2.504 -1.881
O 0.516 1.072 1.079
O 0.949 -1.960 -1.784
*
```

Least stable: arrangement four

Arrangement one

Density functional theory data (ωB97M-V/def2-TZVPD) for a molecular structure, C5H4O2.

Summary:
Gap between HOMO and LUMO (eV): 10.21

Geometry as ORCA input:
```
! wB97M-V def2-TZVPD RIJCOSX def2/J DEFGRID3
* xyz 0 1
O 1.332 -0.987 -1.662
C 0.862 -0.226 -0.869
O -0.657 -1.335 1.642
C -1.089 -1.135 0.531
C -0.607 0.004 -0.335
C 0.073 1.130 0.421
C 1.324 0.888 -0.002
H -1.852 -1.802 0.085
H -1.333 0.271 -1.110
H -0.347 1.867 1.097
H 2.294 1.326 0.202
*
```

Arrangement two

Density functional theory data (ωB97M-V/def2-TZVPD) for C5H4O2 in the gas phase.

Summary:
Gap between HOMO and LUMO (eV): 8.88
Structure (SMILES): O=C1C=CCC1=O

Geometry as ORCA input:
```
! wB97M-V def2-TZVPD RIJCOSX def2/J DEFGRID3
* xyz 0 1
O 1.663 1.398 1.094
C 0.995 0.665 0.413
C 1.139 -0.771 0.108
C -0.085 -1.223 -0.200
C -1.138 -0.116 -0.189
C -0.332 1.136 -0.302
O -0.517 2.257 -0.686
H 2.087 -1.299 0.088
H -0.299 -2.254 -0.502
H -1.406 0.621 0.752
H -2.106 -0.414 -0.576
*
```

Least stable: arrangement two

Arrangement one

Density functional theory data (ωB97M-V/def2-TZVPD) for C5H4O2 in the gas phase.

Summary:
Gap between HOMO and LUMO (eV): 8.92
Structure (SMILES): O=c1cccco1

Geometry as ORCA input:
```
! wB97M-V def2-TZVPD RIJCOSX def2/J DEFGRID3
* xyz 0 1
O 2.248 -1.545 -0.216
C 1.312 -0.813 -0.066
C 1.233 0.654 0.010
C 0.000 1.213 -0.141
C -1.156 0.410 -0.417
C -1.103 -0.835 0.077
O 0.072 -1.440 0.274
H 2.174 1.153 0.245
H -0.782 1.677 0.543
H -2.045 0.912 -0.778
H -1.953 -1.385 0.470
*
```

Arrangement two

Density functional theory data (ωB97M-V/def2-TZVPD) for a molecular structure, C5H4O2.

Summary:
Gap between HOMO and LUMO (eV): 10.12

Geometry as ORCA input:
```
! wB97M-V def2-TZVPD RIJCOSX def2/J DEFGRID3
* xyz 0 1
O 0.955 -1.889 -1.089
C 0.484 -1.137 -0.286
O -1.467 1.266 -1.167
C -0.256 1.190 -1.136
C 0.511 0.483 -0.056
C -0.264 0.084 1.173
C -0.337 -1.233 0.942
H 0.340 1.615 -1.964
H 1.465 1.000 0.118
H -0.620 0.676 2.004
H -0.812 -2.054 1.461
*
```

Arrangement three

Density functional theory data (ωB97M-V/def2-TZVPD) for C5H4O2 in the gas phase.

Summary:
Gap between HOMO and LUMO (eV): 7.53

Geometry as ORCA input:
```
! wB97M-V def2-TZVPD RIJCOSX def2/J DEFGRID3
* xyz 0 1
O 0.951 1.290 2.014
C 0.512 0.650 1.109
O 1.443 0.082 0.221
C 1.016 -0.441 -0.930
C -0.278 -0.534 -1.339
C -1.385 -0.147 -0.527
C -0.935 0.343 0.815
H 1.862 -0.789 -1.522
H -0.441 -0.952 -2.331
H -1.225 -0.478 1.495
H -1.537 1.189 1.167
*
```

Least stable: arrangement three

Arrangement one

Density functional theory data (ωB97M-V/def2-TZVPD) for a gas-phase ion, C6H12N (charge +1).

Summary:
Gap between HOMO and LUMO (eV): 8.05
Structure (SMILES): C=C/C=C/CC[NH3+]

Geometry as ORCA input:
```
! wB97M-V def2-TZVPD RIJCOSX def2/J DEFGRID3
* xyz 1 1
C 1.652 -1.415 3.267
C 1.440 -0.557 2.253
C 0.538 -0.816 1.161
C 0.113 0.143 0.278
C -0.802 -0.369 -0.829
C -0.616 0.387 -2.204
N -1.195 1.821 -2.074
H 0.852 -2.161 3.473
H 2.274 -1.271 4.125
H 2.049 0.358 2.365
H 0.129 -1.769 1.175
H 0.621 0.927 0.047
H -1.862 -0.368 -0.508
H -0.520 -1.395 -1.056
H -1.267 -0.200 -2.892
H 0.372 0.229 -2.515
H -2.118 1.804 -1.852
H -1.012 2.435 -2.970
H -0.647 2.218 -1.245
*
```

Arrangement two

Density functional theory data (ωB97M-V/def2-TZVPD) for a gas-phase ion, C6H12N (charge +1).

Summary:
Gap between HOMO and LUMO (eV): 9.13
Structure (SMILES): C=C(C)/C(C)=[NH+]/C

Geometry as ORCA input:
```
! wB97M-V def2-TZVPD RIJCOSX def2/J DEFGRID3
* xyz 1 1
C -1.944 1.176 -1.410
C -0.895 0.295 -1.145
C -0.496 -0.755 -2.206
C 0.001 0.189 0.182
C -0.138 1.169 1.270
N 0.923 -0.762 0.529
C 1.643 -0.966 1.773
H -2.300 1.315 -2.493
H -2.297 1.883 -0.697
H -0.824 -1.781 -2.037
H -0.727 -0.331 -3.126
H 0.591 -0.771 -2.051
H 0.098 2.068 0.782
H 0.403 0.911 2.109
H -1.242 1.387 1.565
H 1.012 -1.564 -0.091
H 1.031 -1.113 2.628
H 2.278 -1.812 1.513
H 2.369 -0.114 2.034
*
```

Arrangement three

Density functional theory data (ωB97M-V/def2-TZVPD) for 2 unconnected molecules or ions with the total composition C6H12N.

Summary:
Gap between HOMO and LUMO (eV): 8.64

Geometry as ORCA input:
```
! wB97M-V def2-TZVPD RIJCOSX def2/J DEFGRID3
* xyz 1 1
C -2.449 -1.025 -0.188
C -3.151 0.392 -0.445
C -2.363 0.233 0.581
C 1.816 -1.654 0.300
C 0.926 2.010 -0.347
C 1.941 -0.242 -0.131
N 0.896 0.524 -0.114
H -1.523 -1.168 -0.751
H -3.663 0.937 -1.158
H -2.130 0.663 1.554
H 2.220 -2.258 -0.462
H 2.401 -1.775 1.078
H 0.845 -2.047 0.470
H 0.150 2.380 -1.056
H 0.728 2.420 0.567
H 1.971 2.247 -0.691
H 2.923 0.103 -0.472
H -3.006 -1.854 0.108
H 0.018 0.057 0.096
*
```

Arrangement four

Density functional theory data (ωB97M-V/def2-TZVPD) for a gas-phase ion, C6H12N (charge +1).

Summary:
Gap between HOMO and LUMO (alpha / beta) (eV): 8.10 / 9.18

Geometry as ORCA input:
```
! wB97M-V def2-TZVPD RIJCOSX def2/J DEFGRID3
* xyz 1 1
C -2.049 0.953 0.214
C -2.064 -0.145 0.917
C -0.911 1.539 -0.529
C 0.766 -0.352 0.020
C 0.533 -1.813 -0.296
C 1.911 0.016 0.926
N 0.163 0.507 -0.986
H -3.064 1.394 0.145
H -1.831 -1.022 1.365
H -1.278 2.008 -1.435
H -0.522 2.264 0.077
H 1.255 -2.288 -1.001
H -0.494 -1.798 -0.668
H 0.626 -2.550 0.616
H 2.799 0.426 0.518
H 2.122 -0.753 1.597
H 1.595 0.743 1.665
H -0.291 -0.226 -1.646
H 0.733 1.097 -1.499
*
```

Least stable: arrangement four